1.
C47H67BO2P2PdSi | ωB97M-V with the def2-TZVPD basis set

E = -84522.759 eV
Frontier orbital gap (alpha / beta) = 5.67 / 5.67 eV
LUMO energy (alpha / beta) = -7.6 / -7.6 eV
Charge = +2

```
121
C47H67BO2P2PdSi | the Open Molecules 2025 dataset | ωB97M-V with the def2-TZVPD basis set
C -0.23 4.27 2.03
H -0.55 -1.55 4.61
H 2.35 -3.02 1.96
H 1.08 -4.71 0.74
H -7.71 -1.05 -2.35
H 1.81 1.32 -1.97
C 0.08 4.10 0.54
H 4.44 -3.65 -1.19
C -0.40 1.46 -1.85
H 2.89 3.62 0.90
H -0.77 5.20 2.17
C 1.13 2.47 -3.66
C 0.95 1.34 -2.65
H 4.40 -0.61 -4.19
H 4.68 -3.65 1.31
C -8.54 -0.70 0.30
H 2.04 2.30 -4.23
H 1.26 3.42 -3.14
H 5.58 -2.19 0.12
C 3.82 -4.11 0.83
C 2.95 -0.54 1.94
C 4.13 -4.52 -0.61
H -6.71 -2.00 1.35
Pd 0.36 -1.10 -0.01
H -0.04 1.70 -5.29
C -0.07 2.55 -4.61
C -3.58 -1.86 0.22
H 0.85 -4.61 -1.74
H -4.51 -3.06 1.75
H -7.11 1.48 1.10
H 3.13 -5.42 -2.31
H 6.06 -0.51 0.05
C -1.32 0.19 2.07
C -1.24 2.66 -2.32
C 4.56 -0.26 -3.17
H 4.24 0.78 -3.14
H 0.84 4.38 3.91
C 3.67 -1.09 -2.23
H 5.27 0.89 3.97
C 6.06 -0.37 -2.78
C -1.42 2.55 -3.84
H -8.68 -1.74 -0.03
P 2.74 -1.39 0.35
H 2.62 -6.06 -0.75
H -9.48 -0.17 0.10
H -0.88 3.47 2.39
H -4.51 2.35 1.58
C -3.75 -0.90 -0.73
C -6.05 -0.69 -0.21
H 4.97 -5.22 -0.62
H 7.36 -1.62 -1.58
H -8.39 -0.70 1.38
H 6.00 -2.48 -2.27
H 0.50 -3.12 0.21
C -7.40 -0.02 -0.45
C -3.60 0.76 2.70
H -2.22 2.65 -1.85
H -4.46 0.60 3.34
H 1.70 5.08 2.55
C -7.31 1.44 0.03
Si 0.08 -1.01 2.37
C 3.22 0.54 4.51
H 1.14 0.11 4.76
C 2.20 2.80 1.14
O -2.23 -2.24 0.26
C -4.95 -0.29 -0.98
O -2.50 -0.64 -1.33
H 0.95 0.39 -3.18
B -1.61 -1.45 -0.68
H 5.05 -0.07 1.73
C 4.18 -0.03 2.37
C 1.39 -3.81 0.19
H 1.37 3.04 -0.83
C 0.99 2.90 0.19
H -0.75 3.61 -2.08
H 3.32 0.94 5.51
C 2.90 -5.14 -1.28
H 0.50 -2.82 3.94
C -7.74 -0.03 -1.95
H 0.02 3.45 -5.22
C 5.53 -1.30 -0.50
H 4.00 0.25 -0.61
H -8.74 0.37 -2.11
H 6.39 0.55 -2.31
C 1.83 -0.45 2.78
H -6.52 1.98 -0.50
H -1.23 -2.79 3.52
C 1.72 -4.17 -1.26
H -7.05 0.59 -2.53
H 2.62 -0.83 -2.39
C 4.31 0.51 3.64
H 6.67 -0.51 -3.67
C 4.08 -0.83 -0.77
C 1.99 0.06 4.07
H 1.11 2.11 2.87
H 3.77 -2.15 -2.47
C -5.86 -1.68 0.76
H 2.73 1.87 0.98
P 0.04 1.32 -0.07
H -2.56 2.70 0.14
C 1.06 4.25 2.85
C -3.63 1.74 1.72
C 2.60 -3.17 0.91
C 1.78 2.93 2.61
H -1.00 0.59 -2.06
H 2.67 2.84 3.25
C -2.45 -0.01 2.86
C -4.63 -2.29 0.99
H 3.58 -5.00 1.41
H -2.05 3.37 -4.18
H -1.97 1.63 -4.05
H 1.97 -3.26 -1.81
C 6.30 -1.53 -1.81
H -2.45 -0.77 3.63
H 0.64 4.98 0.22
H -0.84 4.09 -0.04
C -2.52 1.94 0.90
C -1.38 1.16 1.05
H -8.26 1.96 -0.16
H -5.03 0.48 -1.74
C -0.35 -2.17 3.72
```

2.
C47H67N4O2S2Si | ωB97M-V with the def2-TZVPD basis set

E = -89413.670 eV
Frontier orbital gap = 7.11 eV
Energy above the lowest of the compared OMol25 structures with the same formula, charge and spin = 919.71 kJ/mol
LUMO energy = -3.3 eV
Charge = +1

```
123
C47H67N4O2S2Si | the Open Molecules 2025 dataset | ωB97M-V with the def2-TZVPD basis set
C 0.42 3.51 3.86
C 0.94 -1.73 -5.19
H 5.60 -2.63 0.59
H 0.03 -2.86 -1.07
H 5.60 -0.89 -3.34
H 2.68 1.64 6.41
H 6.56 -2.48 -1.69
N 1.22 4.16 4.97
C -7.81 0.03 -7.02
C 0.24 6.68 1.89
H -1.28 3.07 1.44
C 0.57 1.58 1.16
H 7.87 -3.04 -8.90
C -6.05 -0.82 0.94
H 1.37 5.19 7.68
C 6.20 -4.34 -9.31
H 6.82 -5.13 -9.73
H -1.40 -1.81 -1.89
H 4.00 -1.51 -7.82
C 5.72 -1.85 -1.41
S -1.87 1.59 3.87
H 1.08 -2.71 1.21
H 4.92 0.69 6.89
C 4.09 -0.16 -1.98
C 0.61 -1.70 1.63
H 1.75 -4.72 -6.61
N 0.60 3.72 2.53
C 4.09 -1.15 0.22
C -7.37 -1.58 -4.79
H -0.71 -4.99 -6.50
H -2.27 1.57 6.73
C 5.18 -0.96 -2.34
C 6.79 -3.16 -8.85
H -7.99 0.66 -7.89
H -2.99 -0.14 0.02
C -0.37 -1.77 -1.32
H -1.21 2.65 7.89
H -2.60 -0.39 1.90
C 3.41 2.42 6.90
H -1.05 -1.63 7.20
C -8.61 -0.97 -4.97
C -8.83 -0.16 -6.09
C -0.45 -1.89 -5.13
C -1.16 1.89 6.97
H -0.09 -1.93 2.57
H 0.57 3.74 8.62
C 1.13 -3.92 -6.20
S 1.23 -1.54 6.22
O 0.05 0.87 -0.03
H 0.50 -1.26 -1.95
C 2.75 3.37 8.05
H -0.65 0.35 8.59
C 3.55 -0.26 -0.70
C -6.57 -0.57 -6.83
H 2.67 4.40 2.78
C -2.40 -0.80 0.82
C 4.56 1.49 7.68
C -1.04 -3.06 -5.60
C -0.25 -4.08 -6.13
H 4.66 4.33 6.22
H 5.46 2.15 8.09
H 2.03 4.66 1.03
C 5.18 -1.94 -0.13
H -1.01 -0.62 5.58
H -5.36 -0.30 1.61
H -9.80 0.31 -6.23
H -2.86 -1.90 0.71
H 1.40 -0.82 -4.83
H 4.35 -5.40 -9.62
C -0.28 0.60 7.49
H 3.67 0.54 -2.70
C -6.43 -2.13 1.21
H 4.08 0.86 8.57
H -9.41 -1.13 -4.25
H -0.30 7.40 2.67
C -0.11 3.10 1.36
H 3.74 3.40 4.75
C -7.79 -2.14 -0.78
C 6.00 -2.15 -8.31
H -5.78 -0.42 -7.56
H -1.07 -1.10 -4.70
H -0.56 5.90 1.55
H 2.94 -3.59 -8.67
C -6.55 -0.16 -0.18
C -7.30 -2.80 0.34
C 1.71 4.74 2.17
H 2.70 0.36 -0.43
H 0.40 1.03 2.18
H -7.59 -3.82 0.55
H -8.47 -2.66 -1.46
H 1.83 -0.72 5.25
H 1.47 -0.98 2.05
H -6.04 -2.64 2.09
H -2.12 -3.18 -5.55
H 2.80 -2.63 -5.79
H 0.90 0.82 7.51
H -7.19 -2.21 -3.92
C 4.61 -2.30 -8.24
Si -0.49 -0.76 0.36
H 0.64 7.38 1.04
H 2.72 2.80 9.07
H -6.26 0.86 -0.39
H 3.49 4.29 8.20
H 0.18 3.70 0.38
H 6.46 -1.23 -7.94
O 1.40 6.11 2.61
H 5.27 2.67 5.57
C 4.02 -3.47 -8.72
H 1.74 1.76 1.00
H 3.67 -1.22 1.22
C -6.35 -1.38 -5.72
C 4.28 3.30 5.78
N -0.60 2.60 4.47
C -0.47 -0.77 6.61
C 0.66 3.56 6.24
H -5.38 -1.84 -5.57
C -7.42 -0.83 -1.05
C 4.81 -4.49 -9.25
C 1.28 4.00 7.70
H -7.81 -0.31 -1.92
C 1.73 -2.75 -5.73
N -0.45 2.62 5.85
H -1.35 0.31 3.63
```

3.
C47H71BrF15IN2O18S | ωB97M-V with the def2-TZVPD basis set

E = -219463.996 eV
Frontier orbital gap = 8.62 eV
LUMO energy = 0.1 eV

```
156
C47H71BrF15IN2O18S | the Open Molecules 2025 dataset | ωB97M-V with the def2-TZVPD basis set
H -1.08 0.79 2.41
S 3.73 -0.64 1.69
C 0.56 -2.53 1.10
H -1.60 -1.48 4.62
F -4.83 12.59 -3.36
O -0.03 -9.65 0.31
O -2.80 13.58 -1.91
O 5.81 -9.02 1.00
C -6.95 7.72 -2.32
H -3.06 12.42 1.74
H 0.56 -5.31 2.19
H -0.55 -0.08 4.37
O 4.73 -7.41 2.12
C 0.50 -1.83 -0.31
H -0.65 -1.08 6.72
H -0.46 -12.00 -1.06
N 6.02 -3.78 1.92
C -2.01 -8.53 0.85
H -8.49 8.70 -4.58
O 5.17 5.19 -1.83
C 2.41 -0.22 6.16
C 4.23 -4.85 -0.81
H 0.63 -10.93 -1.95
H 6.78 -4.40 2.16
H 1.08 0.37 1.46
O 2.94 -0.39 2.85
C 5.01 -3.82 2.95
H -1.20 11.26 0.52
H 5.18 5.66 0.84
F -5.05 11.04 -1.87
Br -3.34 0.32 3.31
H 6.81 3.06 0.74
C -1.86 0.17 1.99
C 6.31 3.91 0.27
H 4.21 -6.86 -1.67
H 1.97 -0.44 -1.09
H -0.52 -1.94 -0.68
O -2.69 11.61 -0.79
H -0.94 12.69 -0.47
C 2.82 -4.28 -0.84
H 0.82 0.66 -2.54
H 1.72 -6.12 -1.35
H -7.39 3.12 -3.33
F -3.55 10.85 -3.42
H 4.93 4.26 1.88
H -1.71 -1.59 0.86
H -6.19 9.50 -3.96
H 3.15 -1.79 -0.25
C -4.17 11.72 -2.61
C 5.63 -6.89 -0.06
O -4.77 2.65 -3.04
C 0.83 -10.80 0.19
O -4.16 2.17 -5.16
H -0.13 -4.19 -0.14
H -7.22 4.62 -4.27
F 2.98 2.62 -1.60
H -0.60 0.85 -1.55
O -6.69 7.12 -3.33
C -2.41 0.77 0.69
H -6.91 10.82 -3.04
C -8.33 9.72 -4.21
H 6.23 -7.41 -0.80
O -1.28 -4.78 2.92
F -5.96 7.30 -0.22
C -1.42 -1.31 1.86
F -2.47 0.99 -2.71
O 5.31 3.31 -0.59
C -1.25 -9.87 0.75
H -5.45 4.49 -2.55
C 2.09 -3.04 1.24
H 3.47 -6.73 -0.09
H -9.19 10.00 -3.61
H 4.74 -4.55 -1.74
H 1.05 -2.48 -0.98
C 2.42 -5.29 -3.17
C 3.72 -4.53 2.64
C 1.32 -0.71 6.12
C -4.22 1.92 -3.99
H 3.79 -5.20 1.78
C -7.05 7.02 -0.94
H 0.72 -11.42 1.08
H -2.10 -1.91 2.48
F -3.27 -0.23 -4.31
C -0.33 -3.79 0.84
C 1.03 0.71 0.43
H 7.04 4.44 -0.34
H -6.70 3.07 -4.96
H -2.08 -4.36 2.58
O 2.48 -6.31 -3.77
H -2.78 13.87 0.78
N -0.01 -1.63 2.13
C 5.42 -7.89 1.04
C 1.92 -5.13 -1.76
H 1.84 -10.40 0.18
F -8.12 7.43 -0.27
H 5.25 -7.57 2.92
C 3.23 -2.10 0.79
F -1.84 -7.79 -0.25
H 0.96 -4.63 -1.89
H 2.88 -3.34 -1.39
H -8.26 10.39 -5.06
C 0.05 -1.41 5.95
C 0.15 0.13 -1.85
H 1.24 -1.76 3.77
C 5.67 4.81 1.31
C 4.32 -6.38 -0.69
H 6.39 -2.83 1.95
C 0.55 -11.58 -1.07
H 2.82 -2.74 3.28
F -7.13 5.70 -1.09
O 5.18 -3.30 4.03
C -1.69 12.14 0.11
C -0.56 -1.15 4.56
H -0.28 -0.68 -2.44
H -0.78 -5.80 1.23
C -7.06 9.81 -3.38
F -3.31 -8.73 1.02
H -2.17 0.14 -0.17
H 4.83 -4.43 0.00
H 0.20 1.41 0.35
F 3.14 4.05 -3.21
H 0.04 -3.02 3.77
H 3.58 -5.19 3.50
H 1.91 1.33 0.26
F -1.54 -7.83 1.89
O 5.16 -0.76 1.82
H 6.44 5.18 1.99
H 1.26 -12.40 -1.17
C 0.21 -1.96 3.54
C 3.83 3.26 -2.40
H 0.23 -2.48 6.08
C 0.97 -0.39 -0.64
H -3.49 0.90 0.72
H -1.37 -3.46 0.74
H 3.51 0.32 0.78
H -4.73 4.41 -4.16
H 6.20 -6.05 0.34
C -3.13 12.45 -1.72
I 2.99 -3.46 -4.19
O 2.16 -4.23 0.40
H 3.41 0.15 6.23
H -1.54 13.30 1.90
O -1.73 -10.92 1.07
C 4.85 4.07 -1.57
H 1.69 -4.02 3.16
C -0.39 -4.96 1.82
C 2.52 -3.56 2.63
H 4.14 -2.69 0.82
F -4.42 0.07 -2.50
C -3.59 0.66 -3.37
H -1.99 1.76 0.53
O -7.15 9.01 -2.18
C -5.38 3.89 -3.46
C -6.76 3.66 -4.04
C -2.30 12.98 1.20
F 4.47 2.35 -3.14
```

The lowest E belongs to which entry? C47H71BrF15IN2O18S

Which of these has the highest E? C47H67BO2P2PdSi